*1*
Density functional theory data (the ωB97M-V functional and the def2-TZVPD basis) for 3 unconnected molecules or ions with the total composition C3H11N4.

```
! RIJCOSX wB97M-V def2-TZVPD def2/J DEFGRID3
* xyz 1 1
C 0.703 1.367 0.918
C 1.376 -1.087 -0.073
C 0.967 2.043 -0.183
N 2.559 -0.823 -0.493
N -0.862 -1.860 0.306
N 0.376 -1.690 0.077
N -2.737 -0.087 -0.302
H 1.447 1.186 1.676
H 1.955 2.413 -0.402
H -2.845 0.592 0.445
H 0.207 2.269 -0.911
H 3.207 -0.322 0.100
H 2.837 -1.002 -1.450
H -0.290 1.034 1.158
H -1.112 -2.770 0.667
H -3.630 -0.554 -0.420
H -2.540 0.422 -1.157
H -1.616 -1.132 0.045
*
```

Results
orbital gap	10.49	eV

*2*
Density functional theory data (the ωB97M-V functional and the def2-TZVPD basis) for 2 unconnected molecules or ions with the total composition C3H11N4.

```
! RIJCOSX wB97M-V def2-TZVPD def2/J DEFGRID3
* xyz 1 1
C -0.917 1.723 -0.037
C -1.021 1.483 -1.362
N -0.016 0.525 -1.904
N -1.960 2.073 0.833
H 0.054 1.617 0.462
H -1.751 1.851 -2.053
H 0.774 1.022 -2.354
H 0.359 -0.109 -1.166
H -0.435 -0.023 -2.642
H -2.893 1.899 0.448
H -1.866 1.649 1.759
N 1.732 -2.345 0.158
C 1.547 -1.740 1.408
N 0.371 -1.269 1.686
H 2.391 -3.131 0.198
H 0.813 -2.615 -0.224
H 2.344 -1.813 2.156
H 0.475 -0.797 2.635
*
```

Results
orbital gap	9.55	eV

*3*
Density functional theory data (the ωB97M-V functional and the def2-TZVPD basis) for a gas-phase ion, C3H11N4 (charge +1).

```
! RIJCOSX wB97M-V def2-TZVPD def2/J DEFGRID3
* xyz 1 1
C 0.896 -0.732 1.559
C 0.007 -1.337 -1.304
C 0.030 0.205 0.768
N -2.087 0.432 -2.007
N -1.560 0.838 -1.035
N -0.074 -0.008 -0.627
N 0.728 1.580 0.806
H 1.841 -1.114 1.122
H 1.135 -0.367 2.458
H 0.228 -1.519 1.751
H 0.920 -1.472 -1.757
H -0.177 -2.132 -0.587
H -0.748 -1.470 -2.134
H -0.945 0.433 1.237
H -2.933 0.867 -2.411
H 1.054 1.909 1.785
H 0.146 2.242 0.209
H 1.542 1.646 0.167
*
```

Results
orbital gap	10.01	eV
SMILES	[H]/N=N/N(C)[C@@H](C)[NH3+]

Here is how they stack up, most stable first: *2*, *1*, *3*.